No. 1
ORCA calculation (the ωB97M-V functional and the def2-TZVPD basis) on a 13-piece molecular cluster, C36H75BrNO16PS overall.

CARTESIAN COORDINATES (ANGSTROEM)
Br  0.8622  1.0145  1.2424
S  -0.9340  -1.0978  1.2317
P  -1.1825  -2.1580  -1.5007
O  -5.1947  -1.7455  -3.6382
O  -0.1662  -1.9287  2.1243
O  -3.7247  -3.1971  7.2795
O  4.2006  7.1868  -6.0879
O  -3.4752  -5.5564  -3.3599
O  1.6058  9.5894  -9.2372
O  0.1707  -0.3469  0.2250
O  5.0462  -5.0025  -0.7920
O  4.5481  1.6461  1.7828
O  1.5398  3.2300  4.8953
O  -0.1516  -3.4166  -1.3909
O  -8.0414  -2.4192  9.7444
O  -1.5860  -2.0793  0.1524
O  5.7419  3.4284  -2.3422
O  0.3826  -3.3422  7.2489
O  0.5268  -5.5377  -3.6272
N  -2.6210  -2.8670  -2.0078
C  -0.7359  9.1759  -9.3180
C  -4.5314  -5.3214  -3.9016
C  -7.9226  -0.1745  10.5211
C  5.4171  -3.8194  1.2379
C  2.5380  8.8680  -5.8089
C  -4.5940  -4.7571  -5.2976
C  3.0225  3.5624  6.7222
C  0.3697  -3.6738  6.0850
C  5.7132  4.5486  -2.7997
C  1.1062  -6.4953  -3.1672
C  -5.8493  -5.5588  -3.2090
C  1.1043  -6.8068  -1.6911
C  1.4169  -4.6106  5.5254
C  0.5640  9.7494  -9.8291
C  -6.8384  -0.9381  8.3217
C  -2.3513  -3.6308  9.1761
C  6.8355  5.5286  -2.5573
C  -4.8663  -4.1669  9.1227
C  -7.6432  -1.2962  9.5474
C  4.7351  0.0472  0.0331
C  2.6864  3.3080  5.2703
C  3.8442  3.1570  4.3169
C  -0.6720  -3.1853  5.1172
C  5.1917  1.2377  0.8425
C  3.0827  7.5683  -6.3462
C  2.1530  6.7783  -7.2318
C  -5.6365  -0.7620  -3.0901
C  -3.6506  -3.6224  8.4095
C  4.5657  5.0408  -3.6390
C  4.5810  -4.2970  0.0728
C  1.8825  -7.4411  -4.0488
C  -6.5003  0.2354  -3.8228
C  0.4965  10.5326  -11.1164
C  -5.3430  -0.4777  -1.6384
C  6.4761  1.8864  0.4046
C  3.1408  -3.8558  0.0535
H  1.4874  10.8918  -11.3803
H  7.2966  1.1674  0.4506
H  0.5247  -6.0653  -1.1461
H  4.1097  5.9155  -3.1719
H  -6.2745  -0.4208  -1.0719
H  3.8232  4.2529  -3.7424
H  -1.5559  -3.2158  8.5626
H  1.6394  8.6808  -5.2174
H  -0.5633  8.6366  -8.3898
H  4.5944  0.3410  -1.0086
H  6.4512  6.4185  -2.0560
H  -5.0556  -3.5893  10.0294
H  5.5001  -0.7314  0.0564
H  6.6978  2.7312  1.0534
H  2.6247  -4.2032  0.9506
H  1.8797  7.3930  -8.0911
H  -2.0948  -4.6539  9.4579
H  -1.2162  -4.0308  4.6924
H  -1.1642  8.4991  -10.0593
H  0.9385  -5.5020  5.1156
H  -3.5867  -4.6281  -5.6858
H  -6.3990  -4.6185  -3.1387
H  -5.6764  -5.9569  -2.2124
H  -2.8148  -2.6549  -2.9790
H  -5.1554  -5.4282  -5.9504
H  -6.6358  -0.0798  -4.8542
H  3.8008  -0.3378  0.4363
H  0.1100  9.9015  -11.9185
H  -0.1826  11.3795  -11.0043
H  3.0751  -2.7665  0.0304
H  -4.7048  -5.2073  9.4097
H  3.6070  4.4795  6.8157
H  4.4505  4.0654  4.3224
H  -5.8622  -0.5478  8.6150
H  5.4341  -2.7290  1.2655
H  1.9547  -4.1198  4.7121
H  2.1080  3.6511  7.3027
H  7.6049  5.0666  -1.9437
H  -6.0325  1.2210  -3.7995
H  -2.4576  -3.0451  10.0916
H  -5.1066  -3.7931  -5.2777
H  6.4311  -4.2000  1.1448
H  1.2436  6.5194  -6.6859
H  2.6418  -4.2568  -0.8251
H  0.6788  -7.7972  -1.5204
H  -1.3735  -2.5319  5.6308
H  3.2870  9.3561  -5.1904
H  4.9805  -4.1640  2.1770
H  -8.5043  -0.5510  11.3584
H  -6.9844  0.2470  10.8866
H  -5.7317  -4.1026  8.4684
H  7.2642  5.8457  -3.5092
H  -0.3741  -4.0950  -2.0502
H  -2.6596  -3.8770  -1.8978
H  1.4838  -8.4526  -3.9545
H  -6.4555  -6.2607  -3.7845
H  -1.4562  9.9772  -9.1452
H  3.4714  2.9751  3.3152
H  2.1293  -6.8120  -1.3145
H  -8.4730  0.6257  10.0232
H  4.4799  2.3217  4.6135
H  3.6263  2.7423  7.1149
H  1.8161  -7.1170  -5.0839
H  -0.1950  -2.6457  4.2981
H  -4.7104  -1.2650  -1.2349
H  6.3722  2.2327  -0.6245
H  -4.8369  0.4848  -1.5404
H  2.1147  -4.8965  6.3086
H  -7.4724  0.3182  -3.3338
H  -6.7015  -1.8212  7.7030
H  -7.3545  -0.1671  7.7472
H  4.9180  5.3458  -4.6249
H  2.2624  9.5155  -6.6436
H  2.9282  -7.4633  -3.7374
H  2.6447  5.8690  -7.5693

Computed properties:
LUMO ... -0.168 eV
Total charge ... 0

***

No. 2
ORCA calculation (the ωB97M-V functional and the def2-TZVPD basis) on a 2-piece molecular cluster, C3H11N3O2 overall.

CARTESIAN COORDINATES (ANGSTROEM)
O  -0.9059  3.8788  -1.5117
O  -1.8845  -1.1645  2.6512
N  1.8897  0.0279  -1.5151
N  -1.1471  -0.5726  0.6180
N  0.2583  -1.7160  2.1785
C  -0.9586  -1.1326  1.8524
C  1.1646  -0.6572  -0.4778
C  -0.3569  -0.5520  -0.6309
H  -1.2343  3.6093  -0.6511
H  1.0632  -1.1125  2.1414
H  1.5167  -1.6871  -0.5230
H  0.1557  -2.1766  3.0686
H  -1.9192  0.0695  0.6722
H  2.0221  -0.5144  -2.3512
H  1.4174  -0.2698  0.5017
H  -1.6396  3.8841  -2.1299
H  1.7935  1.0266  -1.6231
H  -0.5057  0.4392  -1.0351
H  -0.7294  -1.3800  -1.2351

Computed properties:
ΔE to the lowest compared entry with this formula, charge and spin ... 0.904 eV
LUMO ... 0.452 eV
Total charge ... 0

***

No. 3
ORCA calculation (the ωB97M-V functional and the def2-TZVPD basis) on an isolated molecule of C20H17ClN2O4.

CARTESIAN COORDINATES (ANGSTROEM)
Cl  -5.9289  2.1053  1.6495
O  6.8028  1.5340  -0.0334
O  -3.0381  -1.4595  -0.4803
O  -5.5194  0.2467  -0.4605
O  -0.1811  -3.0143  0.9636
N  0.7855  -0.4281  -0.1231
N  -0.4477  -0.9812  -0.0796
C  -4.5841  2.1351  0.5689
C  3.2607  0.9129  -0.3242
C  -3.6127  3.1094  0.6962
C  4.4955  1.5088  -0.3989
C  -3.1675  -3.3403  0.7095
C  -4.3284  -1.8497  -0.4650
C  3.1148  -0.3586  0.2430
C  1.8263  -1.0114  0.3322
C  -5.3367  -0.9784  -1.1457
C  5.6324  0.8557  0.0911
C  -3.4227  1.1963  -1.3021
C  -0.8788  -2.1789  0.4220
C  -2.4445  2.1680  -1.1671
C  7.9860  0.9358  0.4386
C  4.2512  -1.0015  0.7295
C  -2.3293  -2.3627  0.2387
C  -2.5318  3.1209  -0.1696
C  -4.5029  1.1542  -0.4276
C  5.4973  -0.4085  0.6579
C  -4.4614  -3.0016  0.2595
H  2.3821  1.4123  -0.6997
H  -3.3332  0.4696  -2.0940
H  -1.7654  3.8719  -0.0632
H  -5.0596  -0.8053  -2.1940
H  4.1577  -1.9831  1.1715
H  1.8114  -1.9950  0.7950
H  -2.8807  -4.1811  1.3058
H  -6.3133  -1.4653  -1.1117
H  8.2003  -0.0004  -0.0866
H  8.7801  1.6522  0.2342
H  -3.7046  3.8468  1.4775
H  -1.1461  -0.3638  -0.4781
H  -1.6096  2.1745  -1.8514
H  6.3536  -0.9379  1.0453
H  -5.3688  -3.5382  0.4445
H  4.6210  2.4880  -0.8338
H  7.9387  0.7466  1.5157

Computed properties:
ΔE to the lowest compared entry with this formula, charge and spin ... 2.802 eV
LUMO ... 0.281 eV
Total charge ... 0

***

No. 4
ORCA calculation (the ωB97M-V functional and the def2-TZVPD basis) on C27H35IN4P2Zn as an isolated structure.

CARTESIAN COORDINATES (ANGSTROEM)
I  4.8808  1.6788  -0.0814
Zn  0.0224  -2.7255  0.7648
P  -0.2462  2.2081  0.9375
P  2.4546  1.0300  -1.0817
N  2.4850  -0.8245  -0.4939
N  -0.5917  3.7560  0.4520
N  -1.3977  1.7938  2.1038
N  3.1306  0.9335  -2.6578
C  3.4727  -0.1748  -3.4374
C  2.2092  -1.9871  -1.1936
C  -2.7637  1.9317  1.8568
C  -2.8794  -2.0865  -0.7704
C  -1.1505  5.9466  0.5857
C  0.6664  0.9710  -1.5674
C  5.1229  1.3593  -3.6640
C  -0.4509  1.1213  -0.4871
C  2.2400  -2.5054  1.0251
C  -1.2418  4.1090  -0.7410
C  -0.7243  -3.4341  -1.1010
C  -2.4071  -3.5746  1.8258
C  2.2101  -3.0679  -0.3130
C  2.5046  -1.1297  0.8411
C  -1.2154  1.2856  3.3966
C  -0.8107  -4.3443  -0.0449
C  -3.4292  1.5766  3.0102
C  -2.4602  1.1787  3.9790
C  4.1439  1.9016  -2.8561
C  4.6945  0.0593  -4.0446
C  -0.5850  4.8916  1.2777
C  -1.5698  5.4490  -0.6927
C  -1.8050  -2.1998  1.5500
C  1.2097  1.9969  1.8690
C  -2.0828  -4.6201  0.7310
C  -1.8723  -2.7208  -1.7476
C  -2.2469  -1.4928  0.4366
H  -3.6642  -2.8185  -0.5058
H  -1.2641  6.9635  0.9363
H  1.1083  2.5481  2.8178
H  5.2187  -0.6244  -4.6929
H  -1.3846  3.3647  -1.5031
H  -0.0474  -5.1361  0.0108
H  -2.4581  -0.4218  0.5566
H  -0.1635  4.8304  2.2640
H  -2.6501  0.8484  4.9838
H  -3.3893  -1.2831  -1.3286
H  -3.4969  -3.5500  1.9763
H  6.0461  1.8459  -3.9367
H  2.8183  -0.3976  1.5705
H  -1.4691  -1.9514  -2.4290
H  -1.6410  -1.5965  2.4554
H  2.7938  -0.9952  -3.5808
H  -1.3809  1.3971  -1.0292
H  -2.4162  -3.3981  -2.4218
H  -3.0969  2.2619  0.8844
H  -2.9519  -4.7532  0.0717
H  2.0735  2.3947  1.3124
H  -0.2288  1.0417  3.7673
H  -2.0560  6.0006  -1.4859
H  -1.9154  -5.5762  1.2448
H  -2.0115  -3.9266  2.7875
H  1.2972  0.9069  2.0588
H  2.2043  -4.1262  -0.5912
H  0.4955  -0.0038  -2.0600
H  0.1441  -3.4833  -1.7640
H  -4.4934  1.5915  3.1350
H  2.0965  -1.9850  -2.2771
H  -0.6342  0.1361  -0.0135
H  4.0149  2.9049  -2.4855
H  2.4141  -3.0624  1.9385
H  0.5716  1.7624  -2.3340

Computed properties:
ΔE to the lowest compared entry with this formula, charge and spin ... 0.000 eV
LUMO (alpha / beta) ... 0.036 / 0.037 eV
Total charge ... 0

***

| no. | DFT total energy (eV) | strongest force on any atom (eV/Å) |
| --- | --- | --- |
| 1 | -162964.63403 | 0.813 |
| 2 | -11854.83297 | 1.370 |
| 3 | -44706.83966 | 1.268 |
| 4 | -109616.24804 | 2.875 |